[1]
79
Properties=species:S:1:pos:R:3:forces:R:3 method="wB97M-V/def2-TZVPD" spin_multiplicity=1 total_charge=0 homo_energy_ha=-0.211
C -1.4482 -2.5628 1.3944 1.0 0.6 0.1
C -0.2184 -3.2061 2.3220 -3.1 -0.2 7.3
O -0.4707 -3.3087 3.6532 2.4 0.6 -9.1
O 1.0882 -3.5994 1.7723 -1.7 -3.2 0.3
C 1.2650 -5.0723 1.7751 -4.5 -4.4 2.9
O 0.3839 -5.9346 2.3541 5.7 6.3 -4.0
C 2.5446 -5.7870 1.0064 -1.6 -0.6 -0.5
N 3.8603 -5.6630 1.7425 1.1 0.8 -0.8
C 4.0530 -4.4807 2.6666 0.1 2.8 4.5
O 4.0091 -4.4147 4.0005 0.0 -1.2 -8.8
C 4.4123 -3.1831 1.7308 1.0 0.5 -2.5
C 4.3530 -1.5673 2.0040 1.5 -2.1 -4.2
C 4.7839 -0.5950 0.7152 -0.3 -4.4 -0.1
C 5.2301 -1.2987 -0.7244 -1.6 -2.5 2.8
P 5.6878 -0.2223 -2.2819 -1.7 1.0 -0.4
O 4.5846 -0.8301 -3.5344 -0.1 -0.7 3.6
O 5.0185 1.3766 -1.8924 -1.4 -3.6 0.3
C 5.3175 -2.9548 -0.9390 -1.4 1.2 4.1
C 4.8928 -3.8953 0.3346 0.1 3.9 0.2
C 4.8227 -5.5191 0.5459 2.8 -2.3 -1.6
O 5.4307 -6.5414 -0.0606 -4.3 6.9 3.8
H -2.4163 -2.3883 2.0675 2.4 -0.8 -1.4
H -1.0958 -1.4688 1.0818 -0.7 -2.4 0.4
H -1.6740 -3.2166 0.4364 0.6 1.4 2.1
H 2.3163 -6.9566 0.9345 0.1 2.8 0.5
H 2.6073 -5.4284 -0.1304 -0.1 -0.2 2.5
H 4.0256 -1.1517 3.0504 0.7 -0.9 -2.4
H 4.7465 0.5848 0.8230 0.2 -2.8 -0.3
H 3.8900 -1.4123 -3.0625 1.4 1.3 -1.1
H 4.0819 1.1758 -1.5419 1.7 0.7 -0.6
H 5.6369 -3.4672 -1.9413 -0.6 1.3 2.1
C 1.7707 3.1422 -3.8052 -0.5 -0.8 1.3
C 1.3519 2.2344 -2.6601 -2.2 -4.8 6.2
N 1.0045 1.4814 -1.7101 2.8 5.9 -7.4
H 2.8211 2.9678 -4.0540 -0.2 -0.1 0.1
H 1.1570 2.9374 -4.6867 0.2 0.0 0.6
H 1.6420 4.1891 -3.5171 -0.1 -0.2 0.0
C -2.7030 1.7862 -1.5929 -1.0 -1.6 1.0
C -3.1217 0.8785 -0.4478 2.1 1.7 0.7
N -3.4692 0.1255 0.5021 3.6 3.5 -0.5
H -1.6526 1.6119 -1.8418 -0.1 0.1 0.2
H -3.3167 1.5815 -2.4744 0.1 0.3 -0.4
H -2.8317 2.8332 -1.3048 0.1 -0.1 0.1
C -5.1409 -1.9252 4.4183 -0.4 -0.8 -0.9
C -5.6470 -2.8807 3.3499 -2.8 -5.2 -5.9
N -6.0668 -3.6734 2.4637 3.4 6.4 7.0
H -4.3912 -2.4234 5.0391 -0.1 0.0 -0.2
H -4.6884 -1.0472 3.9491 -0.1 -0.2 0.0
H -5.9708 -1.6020 5.0526 0.1 -0.1 -0.2
C -6.4284 -2.0560 -1.5166 0.9 0.8 0.2
C -5.3958 -1.2638 -0.7313 5.1 3.7 4.2
N -4.5392 -0.6065 -0.0800 -11.2 -8.7 -5.6
H -6.2685 -3.1274 -1.3674 0.1 0.2 0.1
H -7.4348 -1.7955 -1.1776 0.3 0.0 0.1
H -6.3414 -1.8280 -2.5825 0.0 0.0 0.1
C -4.3700 3.7742 1.6198 0.1 1.0 -0.8
C -4.1882 4.8934 0.6076 1.0 6.1 -5.5
N -4.0374 5.8219 -0.2323 -1.2 -7.4 6.7
H -4.7673 4.1783 2.5550 0.0 0.0 -0.3
H -5.0675 3.0281 1.2294 0.2 0.2 0.0
H -3.4088 3.2929 1.8199 -0.1 0.1 -0.1
C 0.2267 1.7848 -7.9912 0.8 0.6 0.6
C 1.2592 2.5771 -7.2059 5.7 4.3 4.1
N 2.1159 3.2343 -6.5545 -6.8 -5.2 -5.8
H 0.3866 0.7134 -7.8420 0.1 0.2 0.0
H -0.7797 2.0453 -7.6522 0.2 0.0 0.0
H 0.3136 2.0128 -9.0570 0.1 0.0 0.2
C -2.4330 5.2977 4.8589 -0.9 -0.8 0.1
C -3.5461 4.2663 4.9461 -6.1 -5.6 0.6
N -4.4696 3.4107 5.0185 7.4 6.9 -0.6
H -2.7025 6.1867 5.4358 -0.1 -0.2 -0.1
H -1.5056 4.8801 5.2603 -0.2 0.0 -0.1
H -2.2721 5.5852 3.8162 -0.1 -0.1 0.1
C 3.6007 4.4491 -0.2981 0.6 -0.9 0.7
C 4.3568 3.3846 0.4801 4.1 -5.8 4.3
N 4.9839 2.5014 1.1257 -5.1 7.4 -5.1
H 4.2016 5.3604 -0.3634 0.0 -0.2 0.1
H 3.3866 4.0905 -1.3087 0.1 -0.1 0.2
H 2.6578 4.6796 0.2052 0.2 -0.2 0.0

=====

[2]
71
Properties=species:S:1:pos:R:3:forces:R:3 method="wB97M-V/def2-TZVPD" spin_multiplicity=1 e_above_lowest_kj_mol=0.0 total_charge=+2 homo_energy_ha=-0.477
Au 0.4388 -0.5303 -0.6423 -0.2 0.1 0.3
O 2.8848 -1.8328 1.7651 0.1 -0.1 0.0
C 3.2306 -0.7759 1.6145 -0.3 0.0 0.1
C 3.6670 0.5279 1.4487 0.2 0.2 -0.1
C 5.0531 0.7629 1.5883 -0.1 0.0 0.0
C 5.5042 2.0529 1.4333 0.1 0.1 0.0
C 4.5966 3.0693 1.1505 0.0 0.0 0.0
C 3.2280 2.8273 1.0240 0.0 0.0 0.0
C 2.7191 1.5528 1.1742 0.2 -0.2 0.0
P 0.9401 1.1238 1.0185 0.0 0.0 0.0
C 0.5292 0.7303 2.7425 0.0 -0.1 -0.1
C 1.3258 1.0733 3.8342 0.0 0.1 0.0
C 0.9065 0.7695 5.1221 0.0 0.0 0.0
C -0.3104 0.1371 5.3313 0.0 0.0 -0.1
C -1.1150 -0.1939 4.2476 0.0 0.0 0.0
C -0.6912 0.0933 2.9615 0.0 -0.1 0.0
C 0.1587 2.7011 0.6361 0.0 0.0 0.0
C -0.0103 3.0434 -0.7058 0.0 0.0 0.0
C -0.5762 4.2634 -1.0425 0.0 0.0 0.0
C -0.9845 5.1348 -0.0415 0.0 0.0 0.0
C -0.8288 4.7905 1.2953 0.0 0.0 0.0
C -0.2571 3.5751 1.6396 0.0 0.0 0.0
H 5.7335 -0.0486 1.8108 0.0 0.0 0.0
H 6.5581 2.2726 1.5310 0.0 0.0 0.0
H 4.9592 4.0825 1.0309 0.0 0.0 0.0
H 2.5587 3.6507 0.8126 0.0 0.0 0.0
H 2.2643 1.5999 3.7057 0.0 0.0 0.0
H 1.5303 1.0396 5.9637 0.0 0.0 0.0
H -0.6343 -0.0942 6.3370 0.0 0.0 0.0
H -2.0697 -0.6776 4.4065 0.0 0.0 0.0
H -1.3158 -0.1670 2.1172 0.0 0.0 0.0
H 0.3010 2.3569 -1.4867 0.0 0.0 0.0
H -0.7060 4.5315 -2.0824 0.0 0.0 0.0
H -1.4329 6.0838 -0.3036 0.0 0.0 0.0
H -1.1578 5.4677 2.0719 0.0 0.0 0.0
H -0.1458 3.3076 2.6832 0.0 0.0 0.0
C -4.2507 -3.2667 -0.0867 0.0 -0.1 0.0
N -3.3448 -3.6719 -1.1620 0.0 0.0 0.0
C -3.8137 -3.0907 -2.4200 0.0 0.0 0.0
N -3.9560 -1.6350 -2.3699 0.0 0.0 0.0
C -4.8425 -1.2822 -1.2601 0.0 0.0 0.0
N -4.3957 -1.8178 0.0281 0.0 0.1 0.0
C -3.1682 -1.1829 0.4939 -0.2 0.0 0.1
P -1.7843 -1.4706 -0.7001 0.0 -0.1 0.0
C -1.9695 -3.3083 -0.8649 0.0 0.0 0.0
C -2.6641 -0.9755 -2.2432 -0.1 0.1 -0.1
H -3.8927 -3.6751 0.8597 0.0 0.0 0.0
H -5.2333 -3.6919 -0.2920 0.0 0.0 0.0
H -4.7891 -3.5197 -2.6497 0.0 0.0 0.0
H -3.1256 -3.3599 -3.2236 0.0 0.0 0.0
H -5.8311 -1.6917 -1.4694 0.0 0.0 0.0
H -4.9266 -0.1964 -1.1937 0.0 0.0 0.0
H -2.9068 -1.5973 1.4713 0.0 0.0 0.0
H -3.3405 -0.1106 0.6229 0.1 0.0 0.0
H -1.6572 -3.7938 0.0626 0.0 0.0 0.0
H -1.3042 -3.6624 -1.6564 0.0 0.0 0.0
H -2.0360 -1.2216 -3.1030 0.0 0.0 0.0
H -2.8023 0.1092 -2.2437 0.0 0.0 0.0
C 2.4295 0.1243 -3.7347 0.0 0.0 0.0
As 1.7560 -1.2891 -2.5944 0.2 0.0 -0.1
C 3.3605 -2.2896 -2.1705 0.0 0.0 0.0
C 0.8696 -2.4563 -3.8615 0.0 0.0 0.0
H 3.0083 -0.3028 -4.5523 0.0 0.0 0.0
H 3.0583 0.7923 -3.1489 0.0 0.0 0.0
H 1.5942 0.6901 -4.1438 0.0 0.0 0.0
H 3.8547 -2.5997 -3.0902 0.0 0.0 0.0
H 3.1041 -3.1710 -1.5854 0.0 0.0 0.0
H 4.0382 -1.6569 -1.5986 0.0 0.0 0.0
H 1.5538 -2.6935 -4.6751 0.0 0.0 0.0
H -0.0081 -1.9587 -4.2699 0.0 0.0 0.0
H 0.5638 -3.3772 -3.3678 0.0 0.0 0.0

=====

[3]
74
Properties=species:S:1:pos:R:3:forces:R:3 method="wB97M-V/def2-TZVPD" spin_multiplicity=1 e_above_lowest_kj_mol=390.1 total_charge=+3 homo_energy_ha=-0.606
Pd 0.2461 -0.0075 0.3264 0.3 -0.5 0.8
S 2.5552 -0.2615 0.1626 -0.4 0.5 -0.5
Sb 3.1396 1.1002 1.9324 0.0 -0.1 -0.2
C 5.0888 0.7587 2.5678 -0.1 0.1 0.1
C 5.3994 0.0666 3.7331 0.0 -0.1 0.0
C 6.7339 -0.1272 4.0547 0.0 0.0 0.0
C 7.7284 0.3619 3.2191 0.1 0.0 0.0
C 7.4050 1.0506 2.0593 0.0 0.0 -0.1
C 6.0767 1.2604 1.7236 0.0 0.0 0.0
C 1.5469 0.4811 3.2399 0.1 0.0 0.1
C -0.5174 0.4868 2.8430 0.5 -0.6 0.4
C -1.8422 -0.0284 3.1740 -0.2 0.2 -0.2
C -1.8363 -0.5448 4.4046 0.0 -0.1 0.0
C -0.5441 -0.5866 5.1582 0.0 -0.1 -0.2
C 1.5706 -0.2030 4.6201 -0.3 0.2 0.2
C 2.7177 3.0892 1.4667 0.0 0.0 0.1
C 2.3930 3.4160 0.1546 0.0 0.0 0.0
C 2.2007 4.7521 -0.1698 0.0 0.0 0.0
C 2.3240 5.7330 0.8028 0.0 0.1 0.0
C 2.6387 5.3952 2.1133 0.0 0.0 0.0
C 2.8480 4.0682 2.4509 0.0 0.0 0.0
H 4.6316 -0.3325 4.3826 0.0 0.0 0.0
H 6.9971 -0.6630 4.9560 0.0 0.0 0.0
H 8.7671 0.2016 3.4739 0.0 0.0 0.0
H 8.1863 1.4279 1.4143 0.0 0.0 0.0
H 5.8315 1.8043 0.8184 0.0 0.0 0.0
H -1.4816 2.7373 1.3957 0.0 0.1 0.0
H -2.6877 -0.0095 2.5048 0.0 0.1 0.0
H -2.7395 -0.9666 4.8268 0.0 0.0 0.0
H -0.6813 -0.8836 6.1947 0.0 0.0 0.0
H 2.4972 -0.2767 5.1750 0.0 0.0 0.0
H 2.3162 2.6511 -0.6103 0.0 0.0 0.0
H 1.9898 5.0266 -1.1945 0.0 0.0 0.0
H 2.1979 6.7741 0.5370 0.0 0.0 0.0
H 2.7502 6.1664 2.8623 0.0 0.0 0.0
H 3.1359 3.8160 3.4662 0.0 0.0 0.0
O -1.3338 -1.5381 0.6331 -0.3 0.3 0.0
S -1.5637 -2.4660 -0.5930 -0.1 0.0 -0.1
C -2.9104 -3.5710 -0.0613 0.0 0.0 -0.1
C -2.3009 -4.9476 0.2223 0.0 0.0 0.1
C -0.8492 -4.7094 0.6258 0.0 0.0 0.0
C -0.3088 -3.7553 -0.4299 0.0 0.1 0.1
H -3.6570 -3.5819 -0.8530 0.0 0.0 0.0
H -3.3324 -3.0855 0.8188 0.0 0.0 0.0
H -2.3350 -5.5517 -0.6848 0.0 0.0 0.0
H -2.8668 -5.4743 0.9884 0.0 0.0 0.0
H -0.2718 -5.6308 0.6724 0.0 0.0 0.0
H -0.7989 -4.2323 1.6088 0.0 -0.1 0.0
H -0.2263 -4.2280 -1.4106 0.0 0.0 0.0
H 0.6324 -3.2572 -0.1903 0.0 0.0 0.0
I 0.4072 2.0161 6.6782 0.0 0.0 0.0
C 0.3627 0.6756 5.0711 0.2 -0.3 0.0
C 0.6307 -1.4347 4.4885 -0.2 -0.1 0.2
N 0.5196 -1.6803 3.0520 0.5 -0.2 -0.1
N 0.5134 -0.3608 2.5479 -0.4 0.2 -0.3
C 0.3555 1.4062 3.6366 0.2 0.2 -0.7
H 0.9011 -2.3583 4.9926 0.0 0.1 0.1
H -0.2973 -2.1870 2.7146 0.0 0.2 0.0
H 0.3494 2.4879 3.5772 -0.1 0.0 0.2
C -1.3119 4.4924 -1.8909 0.0 0.0 -0.1
As -2.3272 3.6550 -0.5248 0.0 0.1 0.0
C -3.2815 4.9141 0.5458 0.0 0.0 0.0
C -3.4936 2.3054 -1.1934 0.0 0.0 -0.1
O -1.1158 2.9234 0.5209 -0.2 0.0 0.1
H -2.0050 5.0429 -2.5293 0.0 0.0 0.0
H -0.7983 3.7268 -2.4722 0.0 0.0 0.1
H -0.5998 5.1776 -1.4343 0.0 0.0 0.0
H -4.0005 5.4463 -0.0786 0.0 0.0 0.0
H -2.5736 5.6244 0.9722 0.0 0.0 0.0
H -3.8191 4.3902 1.3364 0.0 0.0 0.0
H -4.3102 2.8003 -1.7205 0.0 0.0 0.0
H -3.8958 1.7242 -0.3650 0.0 0.0 0.0
H -2.9396 1.6618 -1.8757 0.0 0.0 0.1
Br -0.0590 0.6513 -1.9245 0.2 -0.2 0.1

=====

| no. | LUMO (eV) | HOMO-LUMO gap (eV) |
| --- | --- | --- |
| 1 | -1.41 | 4.33 |
| 2 | -7.48 | 5.49 |
| 3 | -10.52 | 5.97 |